A cluster of 21 separate species, C90H195N3O42 in total in a non-equilibrium geometry. Source: the Open Molecules 2025 dataset; level of theory: the ωB97M-V functional and the def2-TZVPD basis.

The geometry in XYZ format:
```
330
Properties=species:S:1:pos:R:3
C 2.04489 -4.47869 2.02778
C 0.77284 -4.25454 2.55378
C -0.34773 -4.43031 1.80193
C -0.12966 -4.91515 0.44831
C 1.14448 -5.29098 -0.03711
C 2.23360 -5.16825 0.81248
N -1.24595 -4.89401 -0.52517
O -1.12792 -5.49122 -1.60159
O -2.30330 -4.39828 -0.17093
H 2.89686 -4.27650 2.65997
H 0.62569 -4.03420 3.60078
H -1.34884 -4.27660 2.17681
H 1.31155 -5.75676 -0.99707
H 3.21422 -5.48084 0.48527
C 0.41013 -0.11678 1.60275
C 0.67186 -1.26482 0.95090
C 0.44808 -1.38500 -0.41277
C -0.25555 -0.35721 -1.05244
C -0.58274 0.83273 -0.35999
C -0.14998 0.99321 0.94989
N -0.56580 -0.47965 -2.46010
O -1.22802 0.44262 -2.98491
O -0.18741 -1.45528 -3.12705
H 0.79366 0.03195 2.60134
H 1.25513 -1.98807 1.50144
H 0.55020 -2.29819 -0.98026
H -1.06815 1.69718 -0.78835
H -0.46663 1.90612 1.43230
C 3.08478 -5.18655 5.80998
C 4.37166 -4.67196 5.71447
C 4.43078 -3.23976 5.55953
C 3.27380 -2.42615 5.75943
C 2.03081 -3.00102 5.98068
C 1.92927 -4.36564 6.00384
N 3.32974 -0.95024 5.57621
O 4.45324 -0.45038 5.39953
O 2.33041 -0.24654 5.51629
H 2.95280 -6.25838 5.82235
H 5.22785 -5.32807 5.66101
H 5.35865 -2.69363 5.47468
H 1.14595 -2.40384 6.14438
H 0.97743 -4.87072 6.07654
C -1.43075 -2.93495 7.37220
O -1.68812 -4.29099 6.93617
C -2.63622 -4.44786 5.88575
C -2.36183 -5.88980 5.36976
O -0.99290 -5.99640 4.99324
C -0.59931 -7.29127 4.58650
H -2.33951 -2.33971 7.46135
H -0.89936 -2.39873 6.58595
H -0.78288 -2.83913 8.24351
H -2.39274 -3.78500 5.05543
H -3.64066 -4.37336 6.30247
H -3.02150 -6.02804 4.51312
H -2.55312 -6.72056 6.04899
H 0.48896 -7.34712 4.56106
H -0.94303 -7.65146 3.61685
H -0.93173 -8.03823 5.30737
C -1.54349 -1.85783 -6.31569
O -2.62012 -1.08658 -6.82197
C -2.62272 0.27931 -6.36397
C -1.31208 1.05355 -6.57212
O -0.89519 1.00327 -7.93773
C 0.51654 1.10000 -8.18177
H -0.54119 -1.55046 -6.61404
H -1.57135 -2.90758 -6.60783
H -1.55913 -1.81758 -5.22654
H -2.89117 0.28688 -5.30757
H -3.41636 0.84583 -6.85109
H -0.57389 0.63687 -5.88687
H -1.45872 2.11306 -6.36226
H 0.88838 1.96242 -7.62853
H 0.85280 1.25433 -9.20706
H 1.00160 0.14957 -7.95929
C -0.17823 5.70478 -0.93516
O 0.69230 6.26253 0.04416
C 0.57671 7.65780 0.26725
C 1.48128 8.15643 1.39679
O 2.66550 8.69872 0.85830
C 3.70173 7.74685 0.48238
H -1.15220 5.92669 -0.49899
H -0.09029 4.62898 -1.08691
H -0.08576 6.26822 -1.86365
H -0.34644 7.96187 0.76064
H 0.62089 8.25355 -0.64447
H 1.72258 7.29812 2.02382
H 0.95086 8.94798 1.92614
H 3.27533 6.94366 -0.11859
H 4.17542 7.29369 1.35321
H 4.52054 8.26365 -0.01819
C -2.27052 -0.97835 3.52058
O -2.69395 -2.28357 3.08340
C -4.04770 -2.31154 2.53673
C -5.13714 -2.55978 3.55947
O -5.57165 -1.39438 4.22774
C -6.64539 -1.64954 5.08505
H -2.81137 -0.65753 4.41089
H -2.41937 -0.21265 2.75924
H -1.21955 -1.08244 3.79026
H -4.03834 -3.19373 1.89660
H -4.27635 -1.46745 1.88610
H -4.87164 -3.35465 4.25646
H -5.92921 -3.03724 2.98261
H -6.90680 -0.68964 5.53044
H -6.36793 -2.34933 5.87334
H -7.48299 -2.00863 4.48706
C 4.31964 1.91596 -6.44835
O 3.02471 1.35518 -6.18512
C 2.97569 -0.00475 -5.75807
C 3.21957 -0.26959 -4.28743
O 2.38619 0.41620 -3.39566
C 2.83601 0.29541 -2.07220
H 4.94933 1.42942 -7.19324
H 4.93157 2.12730 -5.57143
H 4.04414 2.84273 -6.95163
H 3.60078 -0.63270 -6.39294
H 1.99156 -0.45604 -5.88424
H 4.23722 0.12082 -4.27913
H 3.26678 -1.34553 -4.11935
H 3.79229 0.80590 -2.18635
H 2.98186 -0.72190 -1.70901
H 2.34505 0.93377 -1.33766
C 3.23971 6.58021 -3.23513
O 3.81463 5.37967 -2.70763
C 2.95082 4.50851 -2.09625
C 1.92084 3.76999 -3.06191
O 0.96984 4.58169 -3.79102
C 0.21718 3.85749 -4.73038
H 2.48900 7.08150 -2.62420
H 2.90331 6.34626 -4.24518
H 3.97342 7.38571 -3.26565
H 2.43058 4.90040 -1.22226
H 3.59745 3.71172 -1.72870
H 1.25818 3.09239 -2.52356
H 2.47130 3.07535 -3.69639
H -0.35027 4.71677 -5.08779
H -0.36169 3.06134 -4.26223
H 0.81823 3.48945 -5.56187
C 1.35795 -4.46737 -4.79414
O 2.12028 -5.19719 -5.71724
C 2.88238 -4.52626 -6.74018
C 2.01553 -3.64691 -7.68118
O 1.23971 -4.44521 -8.54933
C 0.36213 -3.69015 -9.34880
H 0.43983 -4.10958 -5.26011
H 1.97480 -3.63362 -4.45879
H 1.01404 -5.11656 -3.98892
H 3.47258 -5.25169 -7.30011
H 3.61626 -3.84283 -6.31304
H 2.70855 -3.07830 -8.30126
H 1.48021 -2.99890 -6.98719
H -0.30215 -3.10779 -8.71029
H -0.28556 -4.43279 -9.81473
H 0.67395 -2.99420 -10.12760
C -7.52892 1.50040 -2.34851
O -6.62036 0.48098 -2.04621
C -5.35041 0.65182 -2.61362
C -4.39277 -0.50720 -2.18087
O -4.68362 -1.65504 -2.96056
C -4.26035 -2.90681 -2.50192
H -7.63961 1.67301 -3.41905
H -7.24500 2.45503 -1.90560
H -8.48915 1.27961 -1.88234
H -4.89667 1.62165 -2.40955
H -5.31544 0.64758 -3.70305
H -4.56921 -0.66749 -1.11725
H -3.33238 -0.29328 -2.31468
H -3.21699 -2.81466 -2.20024
H -4.41492 -3.65854 -3.27593
H -4.89880 -3.23426 -1.68139
C 8.39665 -2.35528 1.43077
O 7.05918 -2.51404 1.01037
C 6.09388 -1.59435 1.66015
C 4.67077 -1.73970 1.09025
O 3.68401 -1.05078 1.84851
C 3.84959 0.35182 1.76081
H 8.86289 -1.51499 0.91636
H 8.90399 -3.26586 1.11210
H 8.47290 -2.37733 2.51788
H 6.40263 -0.56002 1.50868
H 6.01960 -1.81367 2.72527
H 4.43106 -2.80042 1.16439
H 4.62333 -1.42262 0.04846
H 3.72042 0.79260 0.77231
H 4.78615 0.64664 2.23412
H 3.06946 0.72574 2.42389
C -3.73544 4.52069 -5.53262
O -3.89175 4.99748 -4.15914
C -3.23187 4.13196 -3.18813
C -3.67439 4.43659 -1.77564
O -3.01000 3.60847 -0.88191
C -3.39001 3.73284 0.47370
H -2.70811 4.16991 -5.63088
H -3.92604 5.35456 -6.20822
H -4.44887 3.71170 -5.68966
H -2.15964 4.26784 -3.32937
H -3.40100 3.07980 -3.41717
H -4.76136 4.38491 -1.71295
H -3.38430 5.46465 -1.55878
H -3.15036 2.89185 1.12440
H -4.46657 3.86202 0.58521
H -2.85225 4.54618 0.96093
C 1.49141 3.91774 6.07870
O 0.59547 4.44277 7.10733
C 0.43865 5.87824 7.20072
C -0.50137 6.09767 8.44805
O -1.67680 5.30173 8.48984
C -2.47560 5.37585 7.29900
H 1.27393 4.44741 5.15121
H 1.56719 2.85043 5.87085
H 2.55231 4.07211 6.27558
H -0.03377 6.25756 6.29461
H 1.43312 6.31343 7.29944
H -0.83685 7.13440 8.42061
H 0.01843 6.01213 9.40230
H -3.43881 4.96065 7.59552
H -2.08561 4.77089 6.48044
H -2.73574 6.38613 6.98316
C 4.32009 -6.35950 -3.08437
O 4.78792 -5.88262 -1.83602
C 5.98056 -6.52820 -1.40382
C 6.43133 -6.05526 -0.05436
O 5.43039 -6.29188 0.94611
C 5.67258 -5.62220 2.17706
H 3.40915 -5.76506 -3.15463
H 4.06698 -7.41934 -3.11201
H 4.97456 -6.12622 -3.92422
H 6.83412 -6.23432 -2.01468
H 6.06832 -7.60188 -1.56993
H 6.76323 -5.01777 -0.09350
H 7.37043 -6.55526 0.18265
H 5.54177 -4.54081 2.13723
H 6.58691 -5.97501 2.65416
H 4.91712 -5.94497 2.89344
C 6.19133 -1.70271 -7.58912
O 5.47610 -2.43609 -6.63360
C 6.29090 -3.37344 -5.94250
C 5.71780 -3.61846 -4.51539
O 5.67105 -2.35886 -3.83081
C 5.38144 -2.39412 -2.41454
H 6.47119 -2.34063 -8.42748
H 7.09266 -1.20624 -7.22963
H 5.48165 -0.99687 -8.02068
H 7.25946 -2.90196 -5.77611
H 6.29245 -4.26845 -6.56465
H 6.26449 -4.32063 -3.88596
H 4.74047 -4.07568 -4.66995
H 5.54864 -1.40663 -1.98443
H 5.98690 -3.04500 -1.78376
H 4.33993 -2.71558 -2.41868
C -1.91614 2.02092 6.16793
O -2.54053 0.85877 6.62180
C -3.78999 1.02202 7.23589
C -4.58964 -0.32276 7.50728
O -4.17889 -1.09053 8.64250
C -4.80440 -2.31932 8.71237
H -0.89440 1.79436 5.86326
H -1.86754 2.76423 6.96369
H -2.44700 2.52227 5.35864
H -4.41298 1.68736 6.63814
H -3.67710 1.45279 8.23077
H -4.38510 -0.91219 6.61350
H -5.63121 -0.00365 7.54461
H -4.41579 -2.95007 9.51190
H -4.74822 -2.87090 7.77391
H -5.85345 -2.27488 9.00499
C -4.20932 7.57877 0.95168
O -3.94716 7.36482 2.32847
C -4.83347 6.39850 2.87113
C -4.22119 5.79851 4.13905
O -2.93553 5.12769 4.13604
C -1.81317 5.93044 3.96266
H -3.47314 8.28429 0.56649
H -5.17678 7.95545 0.61967
H -4.07053 6.65217 0.39468
H -5.04784 5.55429 2.21581
H -5.79591 6.87323 3.06204
H -4.99094 5.19658 4.62202
H -4.19304 6.64673 4.82304
H -1.80939 6.87887 4.49985
H -1.76320 6.36525 2.96439
H -0.86631 5.47230 4.24844
C 5.09952 2.81400 5.43437
O 5.90663 3.09572 4.32181
C 5.55947 4.18555 3.43971
C 4.36506 4.14190 2.55538
O 3.11543 4.11143 3.31605
C 1.98077 4.03955 2.43334
H 5.53288 1.92940 5.90103
H 4.15500 2.45152 5.02865
H 4.97802 3.64910 6.12425
H 6.42220 4.31156 2.78556
H 5.49167 5.09861 4.03117
H 4.31618 3.26614 1.90827
H 4.38793 5.06760 1.98034
H 1.13935 4.69385 2.66138
H 1.49691 3.07300 2.57391
H 2.22822 4.16084 1.37875
C -4.79483 1.77059 3.41896
O -5.40077 2.59086 2.44991
C -6.81290 2.53065 2.45148
C -7.38102 3.54117 1.46073
O -8.87430 3.60976 1.51206
C -9.48071 2.62759 0.73332
H -5.20716 0.77002 3.54906
H -4.69598 2.29247 4.37079
H -3.73487 1.75902 3.16508
H -7.22182 2.76715 3.43380
H -7.04126 1.49896 2.18398
H -6.96457 3.31149 0.47995
H -6.94076 4.50892 1.70097
H -9.17088 1.60315 0.93980
H -9.28674 2.87875 -0.30946
H -10.55945 2.74537 0.83600
C -2.30423 -5.67798 -5.07741
O -2.32889 -6.49118 -6.28725
C -1.06455 -6.30730 -6.98206
C -1.03929 -6.80500 -8.40044
O -1.85811 -6.02627 -9.24156
C -3.23882 -6.35472 -9.25280
H -2.30579 -4.62645 -5.36443
H -1.37718 -5.70188 -4.50460
H -3.06772 -5.94034 -4.34505
H -0.28048 -6.83698 -6.44098
H -0.80428 -5.24884 -6.98567
H -1.21385 -7.86985 -8.55445
H -0.04951 -6.55160 -8.78021
H -3.70456 -6.25476 -8.27239
H -3.44731 -7.37141 -9.58593
H -3.81811 -5.67453 -9.87719
```

The HOMO-LUMO gap is 0.2961 Eh. The HOMO energy is -8.96 eV. The value obtained for the lowest unoccupied orbital energy is -0.9042 eV.